The following is a DFT calculation (ωB97M-V/def2-TZVPD) of C12H26BN2O2P2Tl as an isolated structure at a distorted geometry.

XYZ file:
```
46
Properties=species:S:1:pos:R:3:forces:R:3:lowdin_charge:R:1
Tl 1.626826 0.116015 0.734398 -0.0038 0.2573 1.7172 0.83
P -0.402601 -1.629809 1.441673 -1.4975 -1.0467 0.9793 0.80
C -1.506342 -2.127320 0.164576 0.1966 -0.3973 -1.0045 -0.18
C -1.890855 -1.123418 -0.768950 -0.3574 0.9287 -1.5416 -0.35
N -1.055622 -0.037682 -1.008788 -0.5901 0.1136 1.4402 0.08
C -1.603147 1.103345 -1.441868 0.1721 -0.2164 0.1512 -0.31
C -2.950381 1.200744 -1.823964 -0.2031 -0.5219 0.0027 0.04
C -3.740151 0.040520 -1.853454 0.2935 0.4615 -0.1586 0.01
C -3.176123 -1.148048 -1.402136 0.5515 -0.3247 0.9732 0.03
C -0.746448 2.361869 -1.469689 -0.3701 -0.4708 0.1683 -0.28
P 1.039031 2.013516 -1.348389 -0.4709 0.9002 -0.8686 0.78
H -3.709866 -2.094013 -1.352959 -0.2553 0.3144 -0.0802 0.13
H -3.311173 2.182712 -2.124879 -0.2035 -0.3318 0.0445 0.14
H -4.780527 0.088794 -2.191547 0.4759 -0.1264 0.0468 0.14
H -0.941832 2.918676 -2.399284 0.1310 -0.0017 0.3032 0.12
H -1.009221 3.009479 -0.614711 -0.1436 -0.1974 -0.3053 0.12
H -0.160899 -3.384478 -1.615720 -0.6669 -0.0246 -0.0889 0.03
H -1.888789 -3.164528 0.008289 0.2757 0.8489 0.4266 0.12
H 1.398180 -2.078077 -2.219160 0.6534 -0.1650 0.4692 0.14
O 0.722243 -3.659895 -1.859444 0.5133 -0.1701 0.8024 -0.02
H 0.940772 -4.336401 -1.170209 0.0810 0.6517 -0.9522 0.11
H 1.895695 -0.819039 -1.186705 0.0911 -0.7728 -1.3756 -0.05
O 2.068472 -1.309044 -2.104126 -0.0473 -0.0840 1.0069 0.13
H 2.971811 -1.693123 -2.010833 -0.3216 -0.0322 -0.3294 0.19
C 1.304983 1.401058 -3.048589 0.3381 -0.4243 -0.2404 -0.25
H 0.978366 2.202871 -3.730606 0.1244 -0.2922 0.2375 0.07
H 2.380964 1.216784 -3.220624 -0.5278 -0.0112 -0.0709 0.06
H 0.709923 0.496813 -3.261132 0.3562 0.3875 0.0588 0.05
C 1.717653 3.692605 -1.512585 0.3754 0.0980 0.5087 -0.23
H 2.788982 3.642358 -1.275253 -0.2380 0.2688 -0.1485 0.06
H 1.572951 4.083476 -2.531402 0.0199 -0.1755 0.3688 0.07
H 1.226905 4.351605 -0.783573 0.2360 -0.1017 -0.1753 0.07
C -1.563399 -0.685511 2.525287 -0.0215 0.7215 0.0137 -0.19
H -2.158284 -1.414636 3.092696 0.2108 0.0692 -0.2700 0.08
H -1.014138 -0.028807 3.216020 -0.1343 -0.3448 -0.3334 0.03
H -2.237827 -0.092164 1.893270 0.1940 -0.1049 0.2005 0.06
C -0.032261 -3.132241 2.414138 0.5277 -0.0194 -0.1825 -0.21
H 0.689852 -2.891386 3.209833 -0.2981 -0.0234 -0.2221 0.07
H -0.958835 -3.524360 2.859488 0.2770 0.1923 -0.1627 0.08
H 0.419504 -3.893101 1.762169 -0.1215 0.1535 0.2378 0.05
B 2.717691 1.612619 5.036041 -0.0347 0.1533 0.2354 -0.38
C 1.898356 0.910586 3.945060 0.0550 0.1823 -0.0397 -0.26
N 1.191494 0.376195 3.175075 0.2582 -0.1883 -1.7649 -0.05
H 2.310707 1.030977 6.038686 0.2350 0.2090 -0.1735 0.05
H 2.366904 2.783444 5.001766 0.1216 -0.3201 0.0330 0.03
H 3.900457 1.430020 4.812116 -0.2573 -0.0221 0.0629 0.03
```
Forces are in eV/Å.

Output
Frontier orbital gap (spin up / spin down)   4.1 / 5.1 eV
Spin multiplicity   1
Energy above the lowest of the compared OMol25 structures with the same formula, charge and spin   97.5 kJ/mol
E_HOMO (spin up / spin down)   -13.96 / -13.99 eV
Charge   +2
Strongest force on any atom   2.07 eV/A